{"formula": "C54H145N11O16", "method": "the ωB97M-V functional and the def2-TZVPD basis", "total_energy_ev": -107488.648, "e_homo_ev": -8.52, "lumo_ev": 0.393, "species": ["C", "C", "C", "O", "C", "N", "H", "H", "H", "H", "H", "H", "H", "H", "H", "H", "H", "C", "C", "C", "O", "C", "N", "H", "H", "H", "H", "H", "H", "H", "H", "H", "H", "H", "C", "C", "C", "O", "C", "N", "H", "H", "H", "H", "H", "H", "H", "H", "H", "H", "H", "C", "C", "C", "O", "C", "N", "H", "H", "H", "H", "H", "H", "H", "H", "H", "H", "H", "C", "C", "C", "O", "C", "N", "H", "H", "H", "H", "H", "H", "H", "H", "H", "H", "H", "C", "C", "C", "O", "C", "N", "H", "H", "H", "H", "H", "H", "H", "H", "H", "H", "H", "C", "C", "C", "O", "C", "N", "H", "H", "H", "H", "H", "H", "H", "H", "H", "H", "H", "C", "C", "C", "O", "C", "N", "H", "H", "H", "H", "H", "H", "H", "H", "H", "H", "H", "C", "C", "O", "H", "H", "H", "H", "H", "H", "C", "C", "O", "H", "H", "H", "H", "H", "H", "C", "O", "C", "C", "N", "C", "C", "O", "C", "H", "H", "H", "H", "H", "H", "H", "H", "H", "H", "H", "H", "H", "H", "H", "C", "O", "C", "C", "N", "C", "C", "O", "C", "H", "H", "H", "H", "H", "H", "H", "H", "H", "H", "H", "H", "H", "H", "H", "C", "O", "C", "C", "N", "C", "C", "O", "C", "H", "H", "H", "H", "H", "H", "H", "H", "H", "H", "H", "H", "H", "H", "H"], "positions_angstrom": [[16.41512, -8.55367, -5.04469], [16.29137, -9.33800, -6.35052], [16.33878, -8.46333, -7.59582], [15.40185, -7.42749, -7.50109], [15.16980, -6.68012, -8.67229], [17.22881, -10.46782, -6.43854], [17.39573, -8.07331, -5.00030], [16.33278, -9.19248, -4.16035], [15.56217, -7.88453, -4.91234], [15.28926, -9.78051, -6.31425], [16.35952, -9.04132, -8.52392], [17.32944, -7.97143, -7.57160], [16.08940, -6.18057, -8.97020], [14.33444, -5.99363, -8.54206], [14.75357, -7.32962, -9.45380], [17.17297, -10.92801, -5.53446], [18.18527, -10.11589, -6.45289], [14.93640, 1.19163, -9.94417], [13.43570, 1.03924, -9.66694], [12.63642, 2.31264, -9.58992], [12.87702, 3.18263, -10.67819], [12.38446, 4.47924, -10.55976], [12.85662, 0.04637, -10.62090], [15.55516, 1.51810, -9.10278], [15.22873, 1.67515, -10.87170], [15.24914, 0.14169, -9.98529], [13.31481, 0.51819, -8.71493], [12.68390, 2.79679, -8.60687], [11.57377, 2.03167, -9.61512], [12.34502, 4.93124, -11.54877], [13.10799, 5.11993, -10.02181], [11.49122, 4.64186, -9.94700], [13.42267, -0.79584, -10.55779], [13.04546, 0.33315, -11.58114], [10.00401, 1.52429, -6.23912], [8.66443, 1.64714, -6.94359], [7.71688, 2.73570, -6.34866], [6.43024, 2.71746, -6.88552], [5.64438, 1.62486, -6.51772], [8.86290, 1.89316, -8.37134], [9.84483, 1.25436, -5.18911], [10.59232, 2.44174, -6.25508], [10.51093, 0.66478, -6.67722], [8.13410, 0.69399, -6.88609], [8.20013, 3.65388, -6.70556], [7.87692, 2.83438, -5.26555], [4.60563, 1.63604, -6.85030], [5.56589, 1.43842, -5.43822], [6.05302, 0.70148, -6.95024], [7.91625, 1.90006, -8.75023], [9.19352, 2.82855, -8.59449], [14.89831, -2.74183, -13.23898], [14.94319, -1.58432, -14.29073], [13.62298, -1.54093, -15.04864], [13.87673, -0.76018, -16.21890], [12.67138, -0.51785, -16.90118], [15.21226, -0.32444, -13.61931], [14.55186, -3.67715, -13.67111], [14.26592, -2.40960, -12.41213], [15.89754, -2.85159, -12.81172], [15.73197, -1.89503, -14.98665], [12.93261, -1.00730, -14.38746], [13.29562, -2.55114, -15.29500], [11.91936, -1.29731, -16.73073], [12.80928, -0.39590, -17.97533], [12.08388, 0.36623, -16.61094], [15.22244, 0.35206, -14.38157], [16.13911, -0.29931, -13.21007], [17.78685, -1.13469, -5.77655], [17.08564, 0.12867, -6.24162], [15.91789, 0.52886, -5.32028], [15.67445, 1.89627, -5.35617], [14.86589, 2.41791, -4.30555], [18.05507, 1.21849, -6.39063], [17.00862, -1.83472, -5.46180], [18.42015, -0.88858, -4.92001], [18.38452, -1.56256, -6.57725], [16.77410, -0.04921, -7.27952], [16.27204, 0.24528, -4.30847], [15.03791, -0.11381, -5.44328], [13.90395, 1.90728, -4.20468], [14.65118, 3.47775, -4.38973], [15.48604, 2.18940, -3.43255], [18.54619, 1.27338, -5.49950], [17.60170, 2.11072, -6.53163], [11.08800, -7.11935, -8.04827], [11.46762, -6.93697, -6.57802], [10.32137, -6.92436, -5.58128], [9.32684, -5.91319, -5.72346], [9.72698, -4.53486, -5.78221], [12.53116, -7.83107, -6.17460], [10.24364, -6.53099, -8.39941], [10.81974, -8.17792, -8.14074], [11.97858, -6.88616, -8.63217], [11.81485, -5.88469, -6.56686], [10.63497, -6.72878, -4.54825], [9.79220, -7.88023, -5.58215], [8.88730, -3.89504, -5.54189], [10.14547, -4.36922, -6.77605], [10.54913, -4.50551, -5.05878], [12.98587, -7.42075, -5.36427], [13.24305, -7.83888, -6.89950], [10.42489, -5.15895, -2.15499], [10.84464, -5.44430, -0.71014], [9.90793, -6.41508, -0.03016], [8.80793, -5.76342, 0.59826], [9.06197, -4.94659, 1.73052], [12.20262, -6.03402, -0.67695], [10.69061, -4.19566, -2.58371], [9.38380, -5.40225, -2.38844], [10.89676, -5.93336, -2.76767], [10.92508, -4.55588, -0.08016], [10.36727, -6.98846, 0.78922], [9.54366, -7.21754, -0.67564], [9.65444, -5.54281, 2.43130], [8.07530, -4.79944, 2.16714], [9.50304, -3.95756, 1.59015], [12.76430, -5.77780, -1.48207], [12.15167, -7.04678, -0.75071], [15.17499, -1.00281, 0.43346], [14.63663, -2.37452, 0.86954], [13.11559, -2.32834, 1.02626], [12.70134, -1.67023, 2.20653], [11.81738, -0.60102, 1.97589], [14.91952, -3.38358, -0.14113], [15.32216, -0.27371, 1.21918], [14.53185, -0.64698, -0.37500], [16.07261, -1.32469, -0.10602], [15.00606, -2.61955, 1.87409], [12.70600, -3.34582, 1.05052], [12.69902, -1.85301, 0.12990], [11.03877, -1.00250, 1.32195], [12.25787, 0.31380, 1.55869], [11.39112, -0.20120, 2.89717], [15.92428, -3.53801, -0.16154], [14.53054, -4.28924, 0.10229], [18.11466, -4.81980, -14.38276], [18.51503, -5.19839, -12.93823], [19.91110, -5.36401, -12.84657], [18.47822, -3.80834, -14.57236], [17.03637, -4.95611, -14.48207], [18.57963, -5.43699, -15.15321], [18.07036, -6.15537, -12.67345], [18.17187, -4.35164, -12.33669], [20.39819, -4.54014, -12.91300], [15.61921, -4.64547, -4.48755], [14.43384, -5.10646, -3.63575], [13.17608, -4.80610, -4.23104], [16.58981, -4.98601, -4.12196], [15.60189, -3.57417, -4.66889], [15.52907, -5.23063, -5.41012], [14.41606, -4.59952, -2.66295], [14.46985, -6.17835, -3.44401], [13.11193, -3.86100, -4.41880], [13.20914, -1.41683, -2.93076], [13.45406, -1.83210, -4.27039], [12.47077, -1.51014, -5.25608], [12.56659, -2.35908, -6.52433], [13.80843, -2.02420, -7.17417], [14.14285, -2.88470, -8.30325], [15.46940, -2.59565, -8.99870], [16.40480, -3.53441, -8.48274], [17.52303, -3.81235, -9.31968], [14.11737, -1.79512, -2.44886], [12.42622, -1.98854, -2.42956], [13.23855, -0.33964, -2.76735], [12.66725, -0.46078, -5.52928], [11.46986, -1.35897, -4.83483], [11.66171, -2.11573, -7.08623], [12.53069, -3.41637, -6.22137], [14.50572, -1.97924, -6.44014], [13.31108, -2.87730, -9.00897], [14.25967, -3.91314, -7.94029], [15.83550, -1.61401, -8.67294], [15.42030, -2.60106, -10.09022], [17.96972, -4.77168, -9.07878], [18.20092, -2.97479, -9.12986], [17.21417, -3.79162, -10.36860], [5.59380, 3.65253, -3.36953], [6.22364, 2.58774, -2.72084], [7.42237, 2.90674, -2.06368], [7.73163, 1.91784, -0.97808], [8.24809, 0.67465, -1.47582], [8.54151, -0.32810, -0.48817], [9.05397, -1.65958, -1.05060], [8.14879, -2.51901, -1.68900], [7.05962, -2.91639, -0.89818], [4.82958, 3.29984, -4.05807], [6.29946, 4.18509, -4.02548], [5.22213, 4.40660, -2.66815], [7.37988, 3.89385, -1.58304], [8.23213, 2.97777, -2.80132], [6.78016, 1.77160, -0.43206], [8.30985, 2.33722, -0.14803], [8.00721, 0.32732, -2.38593], [7.71131, -0.53739, 0.20730], [9.27268, 0.07827, 0.22324], [9.45027, -2.15761, -0.15557], [9.90737, -1.42006, -1.68406], [6.45644, -2.15360, -0.40611], [7.41839, -3.72202, -0.24438], [6.33615, -3.48571, -1.48988], [20.95982, -3.58066, -4.32609], [21.26919, -3.58098, -5.70238], [20.29227, -4.24949, -6.46262], [20.72301, -4.27553, -7.91671], [22.04979, -4.81298, -8.17597], [22.25777, -5.18357, -9.57788], [23.62636, -5.82226, -9.76336], [24.68153, -4.88670, -9.75008], [24.84361, -4.21065, -10.97193], [20.26858, -2.77084, -4.06404], [21.86430, -3.36530, -3.76187], [20.47832, -4.48310, -3.94268], [19.27498, -3.84833, -6.37093], [20.27612, -5.28875, -6.09963], [20.52334, -3.30810, -8.40111], [20.10197, -5.02485, -8.42434], [22.69808, -4.10348, -7.84719], [22.09254, -4.30208, -10.20835], [21.50394, -5.95042, -9.77043], [23.62938, -6.43893, -10.66973], [23.77844, -6.52377, -8.94260], [24.79009, -4.89978, -11.82404], [25.81225, -3.71764, -10.95673], [24.05641, -3.47468, -11.17524]], "atomic_forces_ev_per_a": [[-0.0974, -0.0661, 0.0593], [-1.1294, -0.5289, 0.3928], [1.9120, 0.6113, 0.4813], [-1.1897, -0.1029, 0.3635], [-0.3563, -0.8104, -0.3821], [0.1773, 0.4685, 0.1091], [-0.1931, 0.4255, 0.0833], [0.1992, -0.3888, -0.2437], [0.3798, 0.4938, -0.2967], [-0.0182, -0.1090, -0.1947], [-0.7214, -0.1039, 0.0053], [0.2005, -0.0848, -0.1519], [-0.1327, 0.2127, -0.3085], [0.3926, 0.3509, 0.6598], [0.6173, -0.1945, -0.2685], [-0.0469, -0.2879, -0.1605], [-0.0424, 0.0770, -0.1837], [0.3869, -1.1916, 0.8139], [0.4169, -0.6315, -0.4782], [-1.6601, -0.0130, 0.0501], [0.2601, -0.5114, -0.1210], [1.1002, 1.2119, 0.7693], [0.0100, 0.4940, -0.3100], [-0.3564, 0.7346, 0.0021], [-0.2797, 0.1825, -0.0023], [0.2840, 0.0741, -0.4803], [0.1249, 0.3104, 0.2813], [0.8867, 0.2635, -0.0622], [-0.0415, -0.2143, -0.1647], [-0.5416, -0.2140, -0.0687], [0.1876, -0.2007, -0.0001], [-0.4904, -0.6235, -0.5242], [-0.1011, -0.0281, 0.2707], [-0.1269, 0.2868, 0.0631], [-0.6762, -0.5169, 0.6141], [-0.5058, 0.6817, -0.0006], [2.4284, 0.2455, -0.4149], [-0.6445, 0.6306, 0.2665], [-0.1053, -1.7895, 0.4407], [-0.7783, -0.3446, -0.4825], [-0.0083, 0.1593, 0.0374], [0.1195, -0.0617, -0.2701], [0.4148, 0.3373, -0.1906], [0.2427, -0.1452, 0.0859], [-0.4242, 0.2223, -0.1093], [-1.0352, -0.5616, 0.2335], [0.1875, 0.8727, -0.4278], [0.3907, 0.3614, 0.0891], [-0.0249, -0.0082, 0.0650], [0.2078, -0.1431, -0.3535], [0.2646, 0.0188, 0.4725], [0.1356, 1.3880, -0.0782], [0.1049, -2.2120, 0.8468], [1.4261, 1.0898, 0.4153], [-0.8257, -0.1660, 0.0372], [-1.3012, 0.2574, -0.4411], [-0.2708, 0.3581, -0.7836], [0.0341, -0.0573, 0.0712], [-0.2664, -0.2682, -0.0492], [0.0423, -0.2525, -0.0883], [-0.0361, 0.2847, -0.2997], [-0.4267, -0.2404, -0.1320], [-0.2049, 0.0289, -0.1362], [0.3802, -0.4502, -0.2046], [0.4397, -0.2581, 0.0342], [0.7053, 0.3240, 0.5112], [0.0264, 0.3278, 0.3629], [0.0096, -0.1617, 0.0081], [-0.5898, 0.3935, 0.2344], [-0.0267, 1.0015, -1.3380], [0.7022, -1.1289, 1.2470], [-0.9205, 1.1148, -1.1755], [0.8211, -1.4081, 0.3702], [0.6200, -0.5622, 0.6279], [0.2573, -0.2847, 0.0165], [0.0368, -0.2110, 0.0322], [0.0573, -0.0448, 0.0582], [-0.6171, -0.0554, 0.2371], [-0.0152, 0.2312, 0.1731], [-0.1973, 0.3285, -0.4276], [-0.0184, -0.2030, -0.1464], [0.4668, 0.0826, -0.4161], [-0.5398, 0.4516, 0.6266], [0.1284, 0.3370, -0.1765], [-0.1950, -0.0394, 0.0265], [-0.0572, -1.2174, 0.7748], [-0.2303, 2.5469, -0.3899], [-0.4745, 0.3508, 0.8679], [-1.4273, 0.0397, -1.1768], [1.3317, -2.2560, 0.1384], [-0.0423, -0.2187, 0.0552], [0.0309, 0.2214, 0.2639], [0.0860, 0.0298, -0.5229], [-0.1145, -0.1454, -0.2730], [0.2600, -0.0912, 0.2638], [0.9622, -0.6187, -0.1716], [-0.1118, 0.0638, -0.0911], [-0.0673, -0.0480, 0.0427], [-0.1350, 0.5963, -0.0643], [0.0007, 0.9695, 0.1260], [-0.0081, -0.0894, 0.0390], [0.0510, -0.0933, 0.1008], [-0.4502, -0.9677, -0.4985], [0.9251, -0.3202, -0.4828], [-0.2525, -0.0917, 1.7648], [-0.6094, 0.4718, -1.0758], [-0.3260, -1.1714, 0.2205], [0.4299, -0.3854, 0.1904], [0.0234, 0.1001, 0.2498], [-0.2762, 0.6872, 0.5116], [0.4477, 0.2515, 0.0486], [-0.3644, 0.1929, -0.2249], [0.7532, 0.2773, -0.1181], [-0.3823, 0.4768, -0.3819], [0.2087, 0.3033, 0.2112], [0.0254, 0.1018, 0.1197], [0.2484, -0.1153, -0.4996], [-0.2215, 0.3872, -0.0521], [-0.1362, 0.0237, 0.1424], [0.0972, -1.6827, -1.1593], [-1.3186, 0.4585, 1.0235], [-0.2055, -0.3585, -0.2570], [0.5570, 0.5518, 0.3568], [-0.3778, 0.1753, -0.1363], [0.6382, -0.0440, -0.1414], [0.1098, -0.0183, 0.0299], [-0.1074, 0.3729, 0.2445], [0.5318, 0.9255, 0.3660], [0.2837, -0.0776, -0.1034], [0.1049, -0.0787, 0.0519], [-0.0677, 0.0899, 0.0447], [-0.3366, 0.5787, 0.0073], [0.3982, -0.3833, -0.5541], [-0.0751, -0.7353, 0.2824], [-0.0371, 0.0624, -0.2166], [-0.2851, 0.0913, 0.1137], [0.2118, -0.4394, 0.3865], [0.1594, 0.6815, -1.7268], [0.5462, -0.5912, 0.5052], [-0.5102, 0.1662, -0.1032], [-0.0434, 0.5587, -0.1573], [0.1043, -0.2973, 0.2998], [-0.0427, 0.1531, 0.3468], [-0.1319, -0.4346, 0.5105], [-0.2837, 0.2114, -0.0639], [-0.4325, -1.3378, -0.3563], [0.0819, 1.1971, 0.6430], [-0.2177, -0.7224, -0.5022], [-0.0504, 0.3251, 0.5165], [0.0371, 0.0184, -0.0402], [-0.0580, 0.5399, -0.3702], [0.4450, -0.1126, 0.1353], [-0.0718, -0.0878, -0.1903], [0.4008, 0.0983, 0.3038], [1.8146, -1.0699, 0.1058], [-0.6870, -0.6098, -0.4356], [-0.1113, 1.9970, 0.1528], [-0.1102, 0.1430, 1.5739], [-0.0973, 0.7532, -0.6443], [0.0498, -0.5869, 0.4125], [0.4746, 0.5599, 1.1971], [-0.1180, -1.1970, -0.3472], [-0.6651, 1.4572, 0.2967], [-0.0775, 0.1689, 0.3016], [-0.6010, 0.4318, -0.3068], [-0.6525, 0.1403, -0.2844], [0.2301, -0.0408, -0.4398], [-0.1390, -1.0926, 0.1805], [0.2416, -0.0919, -0.4496], [-0.2207, -0.1197, -0.3028], [0.4101, -0.3059, -0.3848], [-0.0821, 0.1886, 0.0162], [-0.2133, -0.1891, -0.1914], [-0.2250, 0.2564, -0.3366], [-0.0785, -0.2697, -0.0443], [-0.0716, 0.0174, 0.2104], [0.6220, -0.3259, -0.4041], [0.0905, -0.1420, -0.0622], [0.8019, 0.8968, -0.6299], [-0.4510, -0.8332, 0.1683], [0.5550, 1.0257, 0.0801], [-1.4143, -0.7142, 0.1890], [1.1105, -0.1715, 0.4547], [-0.4820, -0.1003, 0.2079], [0.3679, 0.5744, 1.4772], [-0.2763, 1.1214, -0.9351], [-0.3568, -1.7734, 0.0928], [-0.2516, -0.2572, 0.4299], [0.1119, -0.0064, 0.0665], [-0.2789, -0.1836, 0.0790], [-0.3211, 0.0755, -0.1172], [0.1312, -0.1291, 0.0183], [-0.2593, -0.1573, -0.2549], [0.8506, 0.0389, -0.5615], [-0.5701, 0.2431, -0.0022], [-0.3908, 0.0143, -0.3056], [0.4364, -0.1303, -0.3022], [0.1826, -0.3153, -0.0112], [-0.1577, -0.3873, -0.4954], [0.5199, 0.2935, 0.1517], [-0.0617, 0.5035, 0.7031], [0.2453, 0.3647, -0.6178], [-0.1325, 0.8707, 0.3788], [-0.2962, 0.2227, 0.4012], [0.6952, -1.0201, -0.2424], [-0.4975, -0.8878, -0.8205], [0.1893, 0.6464, 0.9698], [-0.0745, 0.0868, 1.0588], [-0.4599, -0.0390, 0.0049], [0.1058, -0.1424, 0.0084], [-0.2606, -0.0372, -0.4046], [-0.1481, 0.1124, -0.2472], [0.1736, -0.2503, -0.0903], [0.2742, -0.3975, -0.3371], [0.1176, 0.2904, 0.0843], [-0.2126, -0.0061, -0.0836], [0.1484, 0.0870, 0.0289], [-0.5555, 0.3892, 0.1569], [0.4273, -0.3334, -0.2620], [0.0473, -0.2298, -0.4890], [-0.0597, 0.1251, -0.4056], [0.1305, 0.2521, -0.2546], [0.1210, 0.1954, 0.1683], [0.2646, -0.1530, 0.0760], [-0.0214, 0.0375, 0.0081], [0.0412, 0.1535, 0.2939]]}